C28H24BrN3O5S | ωB97M-V/def2-TZVPD

ORCA input file:
```
! wB97M-V def2-TZVPD RIJCOSX def2/J DEFGRID3
* xyz 0 1
O 1.749 0.258 4.292
C 1.729 0.798 2.995
C 2.414 2.104 2.808
C 2.475 2.740 1.483
C 1.801 2.018 0.370
C 1.088 0.748 0.547
C 1.050 0.098 1.892
C 0.274 -1.255 2.032
N -0.933 -1.200 1.131
C -1.875 -2.313 1.471
C -3.188 -1.836 2.192
C -4.172 -0.952 1.277
C -4.155 0.510 1.899
C -4.980 0.746 3.166
C -4.947 2.064 3.782
C -4.113 3.137 3.161
N -3.876 4.445 3.543
S -2.856 5.160 2.429
N -2.574 3.906 1.333
C -3.333 2.904 1.883
C -3.367 1.533 1.240
Br -2.352 1.297 -0.402
H 2.447 -0.411 4.393
H 2.905 2.656 3.654
H 2.987 3.715 1.292
H 1.862 2.503 -0.658
H 0.589 0.232 -0.315
H -0.044 -1.469 3.096
H 0.933 -2.097 1.651
H -0.547 -1.479 0.218
H -1.306 -2.983 2.193
H -2.083 -2.915 0.542
H -3.792 -2.755 2.473
H -2.932 -1.293 3.146
H -3.875 -0.925 0.198
H -5.226 -1.335 1.427
H -5.599 -0.062 3.636
H -5.533 2.283 4.704
C -0.525 -3.997 -1.925
C -0.596 -4.473 -3.167
C 0.406 -5.435 -3.679
O 0.344 -5.868 -4.810
C 1.489 -5.848 -2.757
C 1.560 -5.372 -1.515
C 0.558 -4.410 -1.003
O 0.622 -3.977 0.131
H -1.249 -3.292 -1.535
H -1.381 -4.182 -3.853
H 2.212 -6.553 -3.147
H 2.345 -5.662 -0.828
C 3.128 4.021 -3.181
C 4.236 4.572 -3.673
C 5.159 3.800 -4.536
O 6.171 4.300 -4.984
C 4.801 2.394 -4.833
C 3.692 1.844 -4.341
C 2.770 2.616 -3.478
O 1.758 2.115 -3.030
H 2.442 4.570 -2.548
H 4.513 5.598 -3.467
H 5.486 1.845 -5.466
H 3.416 0.817 -4.547
*
```

Results
E, a.u.: -4593.8303
E_LUMO, eV: -1.84
Gap between HOMO and LUMO, eV: 6.499
HOMO, eV: -8.34


C28H24BrO5PSV | ωB97M-V/def2-TZVPD

ORCA input file:
```
! wB97M-V def2-TZVPD RIJCOSX def2/J DEFGRID3
* xyz 3 1
V 0.756 1.317 1.415
O 0.194 2.679 0.584
C -0.380 3.260 -0.492
O -1.500 3.688 -0.429
C 0.573 3.344 -1.590
C 0.197 4.247 -2.598
C 0.972 4.375 -3.717
C 2.058 3.524 -3.909
C 2.322 2.462 -3.012
C 1.609 2.492 -1.807
P 2.129 1.292 -0.612
C 3.139 1.875 0.758
C 3.339 0.904 1.817
C 3.769 1.291 3.050
C 4.005 2.649 3.257
C 3.894 3.599 2.239
C 3.383 3.237 0.993
C 2.580 -0.286 -1.239
C 3.937 -0.600 -1.473
C 4.277 -1.772 -2.125
C 3.211 -2.611 -2.526
C 1.857 -2.310 -2.315
C 1.539 -1.110 -1.689
H -0.714 4.874 -2.471
H 0.778 5.102 -4.498
H 2.710 3.532 -4.807
H 3.148 1.737 -3.181
H 3.163 -0.185 1.667
H 3.952 0.519 3.786
H 4.412 3.045 4.173
H 4.203 4.641 2.420
H 3.269 3.911 0.173
H 4.713 0.114 -1.183
H 5.332 -2.014 -2.291
H 3.555 -3.476 -3.049
H 1.059 -2.936 -2.689
H 0.536 -0.722 -1.657
C -1.248 1.013 4.238
S -0.192 2.454 4.195
C -1.184 3.641 3.346
O 0.895 1.914 3.209
H -1.862 0.946 5.110
H -0.514 0.228 4.261
H -1.794 0.928 3.309
H -2.021 3.747 4.019
H -1.462 3.324 2.321
H -0.612 4.588 3.354
Br -4.277 -3.743 0.414
C -5.407 -5.075 -0.432
C -6.114 -4.766 -1.597
C -6.820 -5.778 -2.224
C -6.840 -7.093 -1.704
C -6.304 -7.361 -0.465
C -5.568 -6.331 0.172
C -4.943 -6.446 1.401
O -4.449 -6.431 2.383
O -0.328 0.176 1.232
H -5.942 -3.797 -2.002
H -7.359 -5.589 -3.154
H -7.233 -7.930 -2.325
H -6.398 -8.305 -0.033
*
```

Results
E, a.u.: -5714.1820
E_LUMO (spin up / spin down), eV: -9.12 / -9.12
Gap between HOMO and LUMO (spin up / spin down), eV: 7.264 / 7.263
HOMO (spin up / spin down), eV: -16.38 / -16.39


Short version: max |F| = 4.1; 3.0 eV/Å, in the order given.